ORCA calculation (ωB97M-V with the def2-TZVPD basis set) on a cluster of 2 separate species, C3H2I2O in total in a non-equilibrium geometry.

Summary:
E_HOMO (spin up / spin down) = -8.47 / -8.46 eV
Kohn-Sham gap (spin up / spin down) = 0.2612 / 0.2678 Ha

Geometry as ORCA input:
```
! wB97M-V def2-TZVPD RIJCOSX def2/J DEFGRID3
* xyz 0 1
H 0.55 -0.15 1.60
I 2.31 -1.66 -0.17
C -0.63 0.71 0.03
H -0.97 0.92 2.20
I -2.15 1.43 -1.04
C -0.39 0.45 1.28
C 0.75 -0.82 -1.37
O 0.52 -0.89 -2.53
*
```